Density functional theory data (the ωB97M-V functional and the def2-TZVPD basis) for a 8-piece molecular cluster, C31H69NO9PS overall in a non-equilibrium geometry.

Bonds (Å) are listed after each position.
Atoms and positions in Å:
1 S 3.175 5.004 -3.315  P2 1.946
2 P 4.864 4.081 -3.034  S1 1.946, C33 1.938, H80 1.443, H110 1.460
3 O 6.321 1.625 -1.930  C13 1.362
4 O -3.277 6.496 -7.578  C22 1.425, H79 0.972
5 O 9.441 0.317 -1.026  C34 1.425, H95 0.972
6 O -4.844 -1.788 4.131  C19 1.425, H105 0.972
7 O 0.645 -7.682 5.746  C41 1.425, H78 0.972
8 O -2.470 -0.450 2.547  C17 1.425, H99 0.972
9 O 5.178 -0.218 -3.002  C13 1.471
10 O -0.478 5.870 -3.601  C20 1.425, H45 0.972
11 O -4.464 -6.642 4.382  C21 1.425, H44 0.972
12 N 3.745 2.037 -4.757  C28 1.513, C33 1.513, H111 1.055
13 C 5.512 1.213 -2.945  O3 1.362, O9 1.471, C33 1.639
14 C -0.299 0.559 -2.474  C23 1.669, C35 1.641, H66 1.178
15 C -1.235 7.894 -2.548  C20 1.520, H60 1.095, H81 1.096, H87 1.094
16 C -0.800 3.168 -0.473  C31 1.651, C43 1.640, H55 1.193
17 C -1.401 -1.392 2.546  O8 1.425, C36 1.520, C37 1.520, H67 1.095
18 C -2.652 -7.503 5.706  C21 1.520, H48 1.096, H62 1.094, H69 1.095
19 C -5.523 -2.943 4.618  O6 1.425, C27 1.520, C39 1.520, H54 1.095
20 C -1.633 6.529 -3.086  O10 1.425, C15 1.520, C24 1.520, H49 1.095
21 C -3.394 -7.583 4.381  O11 1.425, C18 1.520, C38 1.520, H71 1.095
22 C -3.351 7.455 -8.630  O4 1.425, C26 1.520, C29 1.520, H98 1.095
23 C 0.263 2.088 -2.837  C14 1.669, C25 1.672, C31 1.650
24 C -2.677 6.648 -4.185  C20 1.520, H57 1.095, H65 1.094, H88 1.096
25 C 1.135 2.200 -4.260  C23 1.672, C28 1.672, H74 1.170, H91 1.170
26 C -3.433 6.733 -9.965  C22 1.520, H93 1.094, H106 1.096, H109 1.095
27 C -6.922 -2.552 5.067  C19 1.520, H89 1.096, H96 1.095, H97 1.094
28 C 2.617 1.517 -3.894  N12 1.513, C25 1.672, H53 1.194, H75 1.193
29 C -2.136 8.366 -8.566  C22 1.520, H84 1.094, H92 1.095, H94 1.096
30 C 7.875 -0.890 0.341  C34 1.520, H51 1.094, H61 1.095, H70 1.096
31 C 0.035 3.410 -1.876  C16 1.651, C23 1.650, H82 1.176
32 C 9.402 0.848 1.318  C34 1.520, H85 1.096, H104 1.094, H112 1.095
33 C 4.985 2.385 -3.964  P2 1.938, N12 1.513, C13 1.639, H73 1.194
34 C 9.249 -0.243 0.271  O5 1.425, C30 1.520, C32 1.520, H107 1.095
35 C -1.126 0.329 -1.075  C14 1.641, C43 1.659, H108 1.172
36 C -1.957 -2.787 2.306  C17 1.520, H58 1.096, H59 1.094, H68 1.095
37 C -0.658 -1.312 3.871  C17 1.520, H90 1.094, H100 1.096, H103 1.095
38 C -3.951 -8.978 4.141  C21 1.520, H50 1.096, H52 1.094, H77 1.095
39 C -5.567 -3.999 3.526  C19 1.520, H64 1.095, H76 1.096, H101 1.094
40 C 2.804 -6.753 5.241  C41 1.520, H56 1.095, H63 1.096, H83 1.094
41 C 1.450 -6.514 5.890  O7 1.425, C40 1.520, C42 1.520, H102 1.095
42 C 1.594 -6.180 7.366  C41 1.520, H46 1.095, H72 1.096, H86 1.094
43 C -1.337 1.662 -0.110  C16 1.640, C35 1.659, H47 1.173
44 H -5.069 -6.875 5.105  O11 0.972
45 H -0.123 6.411 -4.326  O10 0.972
46 H 0.611 -6.023 7.822  C42 1.095
47 H -1.903 1.520 0.908  C43 1.173
48 H -3.321 -7.728 6.544  C18 1.096
49 H -2.025 5.912 -2.270  C20 1.095
50 H -4.666 -9.254 4.924  C38 1.096
51 H 7.702 -1.343 1.322  C30 1.094
52 H -3.150 -9.724 4.120  C38 1.094
53 H 2.552 0.336 -4.056  C28 1.194
54 H -4.954 -3.321 5.473  C19 1.095
55 H -0.936 4.119 0.234  C16 1.193
56 H 2.684 -7.005 4.182  C40 1.095
57 H -2.944 5.659 -4.571  C24 1.095
58 H -2.672 -3.063 3.089  C36 1.096
59 H -1.157 -3.533 2.285  C36 1.094
60 H -0.474 7.793 -1.766  C15 1.095
61 H 7.774 -1.664 -0.426  C30 1.095
62 H -1.813 -8.205 5.731  C18 1.094
63 H 3.320 -7.599 5.710  C40 1.096
64 H -4.554 -4.262 3.203  C39 1.095
65 H -3.584 7.137 -3.816  C24 1.094
66 H -0.083 -0.312 -3.237  C14 1.178
67 H -0.725 -1.120 1.728  C17 1.095
68 H -2.499 -2.826 1.356  C36 1.095
69 H -2.267 -6.491 5.870  C18 1.095
70 H 7.085 -0.154 0.152  C30 1.096
71 H -2.718 -7.311 3.563  C21 1.095
72 H 2.067 -7.006 7.910  C42 1.096
73 H 5.856 2.542 -4.765  C33 1.194
74 H 1.232 3.308 -4.621  C25 1.170
75 H 2.789 1.788 -2.744  C28 1.193
76 H -6.094 -3.626 2.640  C39 1.096
77 H -4.493 -9.017 3.191  C38 1.095
78 H 1.095 -8.414 6.199  O7 0.972
79 H -2.472 5.968 -7.709  O4 0.972
80 H 5.963 4.924 -3.438  P2 1.443
81 H -0.796 8.514 -3.338  C15 1.096
82 H 0.485 4.443 -2.211  C31 1.176
83 H 3.442 -5.867 5.321  C40 1.094
84 H -2.171 9.126 -9.354  C29 1.094
85 H 8.667 1.646 1.164  C32 1.096
86 H 2.196 -5.277 7.509  C42 1.094
87 H -2.099 8.420 -2.130  C15 1.094
88 H -2.289 7.224 -5.032  C24 1.096
89 H -7.496 -2.127 4.236  C27 1.096
90 H 0.181 -2.014 3.896  C37 1.094
91 H 0.547 1.605 -5.078  C25 1.170
92 H -2.083 8.870 -7.595  C29 1.095
93 H -3.507 7.444 -10.794  C26 1.094
94 H -1.209 7.792 -8.676  C29 1.096
95 H 8.759 0.994 -1.165  O5 0.972
96 H -6.875 -1.782 5.845  C27 1.095
97 H -7.465 -3.416 5.462  C27 1.094
98 H -4.261 8.044 -8.473  C22 1.095
99 H -3.076 -0.684 3.270  O8 0.972
100 H -1.327 -1.536 4.709  C37 1.096
101 H -6.070 -4.907 3.874  C39 1.094
102 H 0.935 -5.696 5.376  C41 1.095
103 H -0.274 -0.300 4.036  C37 1.095
104 H 9.275 0.446 2.328  C32 1.094
105 H -5.343 -1.445 3.371  O6 0.972
106 H -2.552 6.101 -10.124  C26 1.096
107 H 10.022 -1.005 0.417  C34 1.095
108 H -1.488 -0.755 -0.815  C35 1.172
109 H -4.306 6.071 -9.992  C26 1.095
110 H 5.014 3.877 -1.596  P2 1.460
111 H 4.036 1.314 -5.468  N12 1.055
112 H 10.392 1.313 1.247  C32 1.095

The value obtained for the energy is -2693.674388 Ha. The value obtained for the energy above the lowest of the compared OMol25 structures with the same formula, charge and spin is 253.4 kcal per mole. The net charge is -1. The HOMO energy is -0.180 hartree. Its spin multiplicity is 1. The calculation puts the frontier orbital gap at 0.24458 Eh. The value obtained for the lowest unoccupied orbital energy is 0.06476 hartree. For the max |F|, the calculation gives 0.1573 hartree/bohr.